1 | Formula: C3H5NS
Source: the Open Molecules 2025 dataset
Level of theory: wB97M-V/def2-TZVPD

Structure (XYZ):
```
10
C3H5NS | the Open Molecules 2025 dataset | wB97M-V/def2-TZVPD
C -1.466 1.016 -0.506
C -0.693 0.717 0.488
C 1.378 -0.254 -0.012
N 0.965 -1.496 0.145
S 2.734 0.481 -0.131
H -2.357 1.767 -0.342
H -1.168 0.974 -1.548
H -0.820 0.607 1.630
H 0.031 -1.562 0.526
H 1.395 -2.251 -0.251
```

HOMO-LUMO gap (spin up / spin down) = 8.1 / 8.1 eV
2S+1 = 1
E_HOMO (spin up / spin down) = -7.683 / -7.681 eV


2 | Formula: C3H5NS
Source: the Open Molecules 2025 dataset
Level of theory: wB97M-V/def2-TZVPD

Structure (XYZ):
```
10
C3H5NS | the Open Molecules 2025 dataset | wB97M-V/def2-TZVPD
C 0.964 -0.052 -0.385
C -0.377 -0.847 -0.382
C 0.233 0.866 0.557
H -0.618 -1.171 -1.445
H -0.370 -1.706 0.336
H -1.854 0.422 0.562
H 0.392 0.384 1.561
H 0.455 1.894 0.540
N -1.036 0.454 0.032
S 2.210 -0.244 -1.377
```

HOMO-LUMO gap = 8.6 eV
2S+1 = 1
E_HOMO = -8.656 eV


Stability, descending: 2, 1


1 | Formula: C3H5NS
Source: the Open Molecules 2025 dataset
Level of theory: wB97M-V/def2-TZVPD

Structure (XYZ):
```
10
C3H5NS | the Open Molecules 2025 dataset | wB97M-V/def2-TZVPD
C 0.071 -0.604 0.209
C 1.015 1.649 0.249
C -0.114 1.531 1.101
H 0.745 -0.768 1.053
H 2.035 1.333 0.531
H 0.864 2.293 -0.693
H 0.152 1.064 2.073
H -0.909 2.164 1.183
N -0.114 0.743 -0.015
S -0.496 -1.672 -0.837
```

HOMO-LUMO gap = 8.8 eV
2S+1 = 1
E_HOMO = -8.819 eV


2 | Formula: C3H5NS
Source: the Open Molecules 2025 dataset
Level of theory: wB97M-V/def2-TZVPD

Structure (XYZ):
```
10
C3H5NS | the Open Molecules 2025 dataset | wB97M-V/def2-TZVPD
C 0.777 -0.349 -0.291
C 0.349 -1.444 -0.910
C -0.419 0.815 1.407
N 0.353 -0.085 1.071
S -1.438 1.958 0.362
H 1.616 0.111 -0.896
H -0.394 -2.072 -0.443
H 0.708 -1.512 -1.918
H -0.812 1.688 -0.788
H -0.740 0.889 2.407
```

HOMO-LUMO gap = 9.9 eV
2S+1 = 1
E_HOMO = -9.139 eV


Stability, descending: 2, 1